(1)
Below is C33H24N7O6RuTe as an isolated structure at a distorted geometry, with properties calculated with wB97M-V/def2-TZVPD.

Geometry as XYZ:
```
72
Properties=species:S:1:pos:R:3:forces:R:3
Te 0.13658 1.85233 0.55837 1.1 0.1 0.0
Ru 0.28893 -0.74346 -0.09752 -0.7 0.2 0.2
O 2.67203 0.31469 -0.15038 0.1 0.2 0.1
O -0.07172 -2.71090 -0.43189 0.3 -0.2 0.0
O 0.15772 -4.82988 -1.02551 0.3 -0.3 -0.2
O 4.73498 0.45089 -0.78071 -0.1 0.0 0.1
O 4.56434 -5.03448 -3.98266 0.0 0.0 -0.1
O 5.90555 -3.34397 -3.88690 0.0 0.1 -0.1
N 0.49393 -1.73540 4.13313 0.0 0.0 -0.1
N -1.63989 -0.88651 0.01807 -0.3 0.0 0.1
N 3.71974 -0.15929 -0.63240 0.1 -0.2 -0.2
N 4.91250 -3.95571 -3.56859 0.1 -0.1 0.1
N -2.23873 -1.22262 1.20202 0.3 0.1 -0.1
N -0.18901 -0.34730 -2.10180 0.0 -0.2 0.0
N 0.00718 -1.19538 1.92592 -0.1 -0.1 -0.1
C -1.59904 4.46233 3.47331 0.0 0.0 0.0
C 2.86421 -3.95941 -2.19093 -0.2 0.0 0.0
C -2.10512 -0.45421 -3.53877 0.1 0.0 0.0
C -1.19292 -2.37557 5.75352 0.0 0.0 0.0
C -2.59616 3.06481 1.27785 0.0 0.0 0.0
C 4.44397 -2.08997 -2.04111 -0.1 -0.1 -0.1
C -1.36498 -1.40199 2.14463 -0.1 0.0 0.2
C 2.04449 -3.35528 -1.24153 0.4 0.2 0.1
C -2.93186 4.58411 3.10965 0.0 0.0 0.0
C -3.50186 -2.43157 5.04319 0.0 0.0 0.0
C -0.84362 -1.97926 4.46799 0.1 0.0 0.0
C -3.43125 3.88836 2.01618 0.0 0.0 0.0
C -3.14720 -2.03929 3.77283 0.0 0.0 0.0
C -0.67740 2.89912 -2.19535 -0.1 0.0 0.0
C 0.84782 -1.36717 2.91497 0.0 0.0 0.1
C -1.51885 -0.56548 -2.29573 0.0 0.1 0.1
C -0.50638 3.61614 -3.36965 0.0 0.0 0.0
C -1.80040 -1.80592 3.46942 0.0 0.0 -0.1
C 1.50366 3.62591 -1.43885 0.0 -0.1 0.0
C -2.52522 -2.59997 6.03014 0.0 0.0 0.0
C 0.32897 2.90972 -1.23363 -0.2 0.1 -0.1
C 0.56053 0.01456 -3.13332 0.0 -0.1 0.0
C -1.30416 -0.09940 -4.62292 -0.1 0.0 0.0
C -2.28652 -0.87577 -1.08640 0.0 0.0 -0.1
C -0.74753 3.64224 2.74562 -0.1 0.0 0.0
C 4.04476 -3.32558 -2.53634 0.1 0.1 -0.1
C 2.48386 -2.19409 -0.63893 -0.1 -0.5 -0.1
C -1.26018 2.95905 1.64801 -0.4 -0.2 -0.1
C 0.66427 4.33423 -3.57941 0.0 0.0 0.0
C 1.66624 4.33861 -2.61945 0.0 0.0 0.0
C 0.64110 -3.74540 -0.89014 -0.7 0.4 0.1
C 3.60568 -1.54165 -1.09750 -0.1 0.2 0.2
C 0.03711 0.14734 -4.41554 0.1 0.0 0.0
H 2.28652 3.62944 -0.69093 0.0 0.0 0.0
H -3.16351 -0.63801 -3.66110 0.0 0.0 0.0
H 2.57305 4.90466 -2.78373 0.0 0.0 0.0
H -3.34837 -1.09250 -1.10052 0.0 0.0 0.0
H 0.29483 3.55618 3.02288 0.0 0.0 0.0
H -2.98150 2.52616 0.42202 0.0 0.0 0.0
H -1.73623 -0.01180 -5.61036 0.0 0.0 0.0
H 5.32695 -1.59612 -2.42177 0.0 0.0 0.0
H -1.21505 5.01124 4.32237 0.0 0.0 0.0
H -3.58695 5.22797 3.68055 0.0 0.0 0.0
H -4.53986 -2.61551 5.28119 0.0 0.0 0.0
H 1.60533 0.20877 -2.92800 0.0 0.0 0.0
H -3.88932 -1.91251 2.99828 0.0 0.0 0.0
H 0.68843 0.44104 -5.22612 0.0 0.0 0.0
H 1.90176 -1.18798 2.74011 0.0 0.0 0.0
H 2.57415 -4.88072 -2.67865 0.0 0.0 0.0
H 1.96619 -1.89452 0.27824 0.3 0.2 -0.1
H 0.79148 4.90146 -4.49162 0.0 0.0 0.0
H 1.21024 -1.85197 4.83600 0.0 0.0 0.0
H -4.47123 3.98980 1.73721 0.0 0.0 0.0
H -1.28950 3.62491 -4.11639 0.0 0.0 0.0
H -0.43573 -2.50656 6.51583 0.0 0.0 0.0
H -2.81616 -2.91227 7.02366 0.0 0.0 0.0
H -1.59563 2.34630 -2.03014 0.0 0.0 0.0
```
Forces are in eV/Å.

Calculated values
**Spin multiplicity**: 2
**Total charge**: +2

---

(2)
Below is C33H25BrCl2HgN7O4 as an isolated structure, with properties calculated with wB97M-V/def2-TZVPD.

Geometry as XYZ:
```
73
Properties=species:S:1:pos:R:3:forces:R:3
Hg -1.23957 1.49732 0.84257 0.1 0.2 0.0
Br 3.00790 1.85174 -0.71295 0.0 -0.1 0.0
Cl 7.42528 -1.93722 -3.81935 0.0 0.0 0.0
Cl 4.83145 -5.22574 -0.42000 0.0 0.0 0.0
O 1.24617 -1.56457 -2.67987 -0.1 0.0 -0.2
O 2.44420 -3.80882 -1.32236 -0.1 0.1 -0.1
O -0.65124 0.86625 3.02616 0.2 -0.2 -0.1
O 0.38375 -0.56263 4.40761 0.0 -0.1 0.0
N 1.66271 0.70519 1.40759 0.0 0.0 0.0
N -3.21722 0.43552 0.93637 -0.4 0.0 0.0
N -3.38562 -0.89104 0.71726 0.0 0.1 0.1
N -0.05319 -2.87058 -0.47063 0.1 0.1 -0.2
N -3.18625 3.17681 1.28556 0.0 0.0 0.0
N -0.11949 3.08712 -0.01889 -0.1 0.0 0.1
N -1.10800 -0.88149 0.16820 0.1 0.0 -0.1
C -2.32373 -1.53153 0.35122 0.1 -0.1 0.0
C -5.50868 4.54904 1.92623 0.0 0.0 0.0
C -1.20772 -3.62029 -0.33182 0.0 -0.1 0.1
C 2.05042 -1.45178 2.33979 0.0 0.0 0.1
C -3.18374 4.49725 1.38489 0.0 -0.1 0.0
C -4.30662 5.24792 1.69765 0.0 0.0 0.0
C -3.53486 -3.73683 0.26675 0.0 0.0 0.0
C 0.98718 5.01830 -0.21797 0.0 0.0 0.0
C -5.53675 3.18633 1.81575 0.0 0.0 0.0
C 3.53576 -2.25016 -2.79465 -0.1 0.0 0.0
C -3.53806 -5.09459 0.00057 0.0 0.0 0.0
C 5.92425 -2.45675 -3.07745 0.0 0.1 0.0
C -1.20784 -4.98884 -0.59928 0.0 0.0 0.0
C 4.77810 -3.92534 -1.58127 0.0 -0.1 0.0
C 0.98067 3.85185 2.10144 0.0 0.0 0.0
C 2.35837 -1.45689 -3.14661 0.2 -0.1 0.2
C 0.25623 0.04063 3.33772 0.0 0.2 0.1
C -2.37691 -2.97973 0.10091 0.0 0.1 0.0
C -4.32524 1.08906 1.28272 0.0 -0.1 0.0
C 3.04214 -1.69332 1.40296 0.0 0.0 0.0
C -1.06808 2.71826 -2.29130 0.0 0.0 0.0
C 5.94553 -3.50821 -2.15774 0.0 0.0 0.0
C 3.47646 -3.35762 -1.86760 0.0 0.1 0.1
C -0.08678 -1.55000 -0.23921 0.0 -0.1 0.1
C -2.37057 -5.71795 -0.43628 0.0 0.0 0.0
C 0.42316 4.69079 -1.48156 0.1 0.0 0.0
C 4.73935 -1.83903 -3.37788 0.0 0.0 0.0
C -4.34829 2.48503 1.46830 0.0 0.0 0.0
C -0.25489 3.50151 -1.31139 0.0 0.0 -0.1
C 3.36594 -0.70568 0.48590 -0.1 0.0 0.0
C 2.63386 0.46956 0.55602 0.0 0.0 -0.1
C 1.36948 -0.23980 2.30847 0.0 0.1 -0.1
C 0.63201 4.00955 0.65586 -0.1 0.1 0.0
H 0.28869 3.17599 2.60650 0.0 0.0 0.0
H 3.55274 -2.64736 1.35811 0.0 0.0 0.0
H -2.22222 4.97168 1.19623 0.0 0.0 0.0
H -6.41212 5.09003 2.18754 0.0 0.0 0.0
H 1.59566 5.87795 0.02626 0.0 0.0 0.0
H 0.94678 4.81827 2.61061 0.0 0.0 0.0
H -2.36801 -6.78117 -0.64504 0.0 0.0 0.0
H -4.25035 6.32561 1.76616 0.0 0.0 0.0
H 4.72166 -1.00419 -4.06985 0.0 0.0 0.0
H 1.98321 3.43360 2.23132 0.0 0.0 0.0
H -5.23942 0.51470 1.40021 0.0 0.0 0.0
H 0.80690 -3.22790 -0.91556 0.0 -0.2 0.1
H -0.88663 1.64445 -2.18738 0.0 0.0 0.0
H -0.80908 3.00106 -3.31325 0.0 0.0 0.0
H 0.84384 -1.03668 -0.42146 0.1 0.1 0.0
H -4.42611 -3.22619 0.60644 0.0 0.0 0.0
H 0.50283 5.24889 -2.40386 0.0 0.0 0.0
H -2.14185 2.88260 -2.15293 0.0 0.0 0.0
H 6.87915 -3.98890 -1.89779 0.0 0.0 0.0
H -4.44507 -5.67139 0.13349 0.0 0.0 0.0
H 4.11842 -0.85537 -0.27565 0.0 0.0 0.0
H -0.28922 -5.45795 -0.93013 0.0 0.0 0.0
H 2.56426 -0.66942 -3.90421 0.0 0.0 0.0
H -6.45096 2.62755 1.98127 0.0 0.0 0.0
H 1.77590 -2.17449 3.09457 0.0 0.0 0.0
```
Forces are in eV/Å.

Calculated values
**Spin multiplicity**: 2
**Total charge**: -2

---

(3)
Below is C33H25BrClIIrN2OP as an isolated structure, with properties calculated with wB97M-V/def2-TZVPD.

Geometry as XYZ:
```
66
Properties=species:S:1:pos:R:3:forces:R:3
Ir -0.67521 -0.22032 -0.84483 -0.1 0.1 0.8
I 0.32731 -2.60281 -1.64370 0.3 -0.6 -0.1
Br -1.91222 -1.85676 -4.26039 0.0 -0.1 0.0
Cl 0.70488 1.30144 -2.41129 -0.2 0.1 -0.4
P 1.21583 0.31405 0.66594 -0.2 0.0 -0.4
O -1.37427 1.94779 -0.44715 0.0 0.2 0.0
N -4.93700 -0.23070 0.08247 0.1 0.2 0.1
N -2.80904 -0.47176 -0.32567 0.5 0.1 -0.2
C -4.57135 2.47147 1.13027 0.1 -0.3 -0.1
C 3.35861 1.52775 -2.64382 -0.2 0.0 -0.1
C -4.47408 3.83666 1.37240 0.0 0.1 0.0
C 3.39568 -2.36762 3.69390 0.0 0.0 0.0
C 0.07124 -6.09165 -4.18300 0.0 0.0 -0.1
C 0.19756 3.95571 3.23909 0.0 0.0 0.0
C -2.32757 3.92310 0.31119 0.0 0.2 0.0
C 2.57153 0.72484 -0.48989 -0.2 0.0 0.0
C -3.35358 4.56538 0.93340 0.1 0.1 0.0
C -1.39130 -4.48360 -5.22284 -0.1 0.1 0.0
C 3.90084 0.58446 -0.08862 0.0 0.1 0.0
C -4.77814 -1.50952 -0.35477 0.2 -0.2 -0.1
C -0.22893 -3.93698 -3.20744 -0.2 0.4 0.0
C 2.43160 -0.23657 3.12141 0.0 0.0 -0.1
C 2.26531 -2.09348 1.59587 0.0 0.0 0.0
C -0.79578 -5.73473 -5.20553 0.0 -0.1 0.0
C 2.00092 -0.75924 1.90099 -0.2 -0.1 -0.1
C 3.13006 -1.04311 4.00687 0.0 0.0 0.1
C -3.56582 1.78156 0.47141 -0.2 0.2 0.2
C -3.73397 0.39287 0.09954 0.0 -0.3 -0.1
C 2.95906 -2.89468 2.48610 0.0 0.0 0.0
C -3.44749 -1.64911 -0.61057 -0.2 -0.2 0.1
C -0.14381 1.66882 2.59759 0.0 0.0 -0.1
C 4.94066 0.91650 -0.94171 0.0 0.0 0.0
C 0.83086 1.80785 1.60529 -0.1 0.0 0.0
C -1.10541 -3.57182 -4.21849 0.0 0.1 0.1
C 1.47901 3.02282 1.42608 0.0 -0.1 0.0
C -0.45688 2.73995 3.41374 -0.1 0.0 0.0
C -2.36699 2.50234 0.08185 0.0 0.0 0.0
C 2.33019 1.17926 -1.78808 0.5 -0.2 0.4
C 0.35855 -5.18995 -3.17137 0.0 0.1 0.1
C 4.66965 1.40062 -2.21193 0.0 0.0 0.1
C 1.15809 4.09520 2.24882 0.0 0.1 0.0
H 4.11999 0.21011 0.90215 0.0 0.0 0.0
H 5.47728 1.67026 -2.87856 0.0 0.0 0.0
H -5.59065 -2.20591 -0.46513 0.0 0.1 0.0
H -5.27411 4.34309 1.89497 0.0 0.0 0.0
H 1.02908 -5.45645 -2.36502 0.0 0.0 0.0
H 1.67098 5.04032 2.12687 0.0 0.0 0.0
H -5.81603 0.19467 0.32626 0.0 0.0 0.0
H -0.03700 4.79289 3.88360 0.0 0.0 0.0
H -2.92274 -2.51834 -0.96736 0.0 0.0 0.0
H -1.00896 -6.43598 -6.00063 0.0 0.0 0.0
H -2.07634 -4.21012 -6.01351 0.0 0.0 0.0
H -3.30143 5.63260 1.10101 0.0 0.0 0.0
H 3.47199 -0.62819 4.94572 0.0 0.0 0.0
H 0.52918 -7.07091 -4.16925 0.0 0.0 0.0
H 3.15860 -3.92879 2.23923 0.0 0.0 0.0
H -1.43965 4.44861 -0.01346 0.0 0.0 0.0
H -5.45841 1.95636 1.47565 0.0 0.0 0.0
H 3.94301 -2.98806 4.39061 0.0 0.0 0.0
H 1.93600 -2.51160 0.65573 0.0 0.0 0.0
H -0.63681 0.71100 2.73433 0.0 0.0 0.0
H 3.13801 1.88864 -3.63963 0.0 0.0 0.0
H 2.23172 0.79449 3.37859 0.1 0.0 0.0
H 2.24357 3.12961 0.66602 0.0 0.0 0.0
H -1.20016 2.62955 4.19315 0.0 0.0 0.0
H 5.96431 0.79611 -0.61448 0.0 0.0 0.0
```
Forces are in eV/Å.

Calculated values
**Spin multiplicity**: 5
**Total charge**: +2

---

(4)
Below is C33H25BrClN4O10V as an isolated structure at a distorted geometry, with properties calculated with wB97M-V/def2-TZVPD.

Geometry as XYZ:
```
75
Properties=species:S:1:pos:R:3:forces:R:3
Br 2.00601 8.88611 1.79717 0.0 0.0 0.0
V -0.20046 1.01787 0.01227 0.9 0.2 1.1
Cl -1.23119 1.68827 2.45509 0.2 0.1 -0.2
O -0.61322 -0.69382 0.29797 -0.2 0.0 0.0
O -0.15381 2.73580 -0.11960 0.0 -0.2 -0.1
O -1.86804 3.90368 -0.95678 0.0 0.0 0.1
O -1.67104 0.88746 3.52461 -0.1 0.1 0.1
O 0.13924 1.22632 2.00629 -0.2 0.1 0.2
O -1.99618 1.37931 1.21578 0.0 0.0 0.0
O 1.08426 0.44494 -3.79017 0.0 0.0 0.0
O -0.60562 -4.09826 1.74678 0.1 -0.1 0.0
O -1.22144 3.06106 2.72232 0.0 0.0 0.0
O 1.99010 0.68681 0.30323 -0.9 0.0 0.1
N -0.75169 -1.78580 3.18494 0.0 -0.1 0.0
N 0.85504 0.66061 -1.49951 0.3 -0.2 -0.5
N -1.57582 1.01805 -1.56424 -0.1 0.0 -0.2
N 2.30346 -1.68444 -2.17022 0.0 0.0 0.0
C 1.09356 4.98520 0.84165 0.0 0.0 0.0
C 4.26789 -0.62991 -1.24104 0.0 0.0 0.0
C 1.72735 6.11024 1.33026 0.0 0.0 0.0
C 4.47844 -2.59189 -2.57496 0.0 0.0 0.0
C -0.68688 6.37071 -0.04232 0.0 0.0 0.0
C -2.31924 -2.03115 1.31301 -0.1 0.0 -0.1
C -1.93537 -2.10465 -1.07235 0.0 0.0 0.1
C 0.55034 -3.42822 1.91140 0.0 0.0 0.0
C -1.60107 -1.60917 0.18168 0.0 0.0 0.0
C -0.11459 5.11214 0.15454 0.0 0.0 0.0
C 3.09069 -2.60715 -2.70526 0.0 0.0 0.0
C 1.63206 -1.48843 2.90456 0.0 0.0 0.0
C -1.06250 0.86455 -2.80089 0.0 0.0 0.0
C -3.80044 -3.29825 -0.11605 0.0 0.0 0.0
C -0.83646 3.95603 -0.36375 0.0 0.0 -0.1
C 1.97290 0.24610 -0.86906 -0.2 -0.2 -0.6
C 1.79434 -3.86567 1.46819 0.0 0.0 0.0
C 5.07811 -1.58837 -1.83607 0.0 0.0 0.0
C 2.93263 -3.12666 1.75063 0.0 0.0 0.0
C 1.14798 7.35853 1.12947 0.0 0.0 0.0
C -2.88451 1.25121 -1.43769 0.0 0.0 0.0
C 0.40305 0.60339 -2.82787 0.0 0.1 0.0
C 2.90507 -0.73008 -1.45820 0.2 0.1 0.2
C 2.86303 -1.94132 2.46942 0.0 0.0 0.0
C 0.48882 -2.21656 2.61279 -0.1 0.0 0.0
C -0.55237 -5.39946 1.15417 0.0 0.0 0.0
C -0.05533 7.49643 0.44530 0.0 0.0 0.0
C -1.82077 0.93316 -3.94267 0.0 0.0 0.0
C -3.18508 1.17110 -3.81227 0.0 0.0 0.0
C -3.01987 -2.95748 -1.21329 0.0 0.0 0.0
C -3.45386 -2.82920 1.13672 0.0 0.0 0.0
C -3.71532 1.32445 -2.54565 0.0 0.0 0.0
C -1.93911 -1.76338 2.68076 0.0 -0.1 0.0
H 2.66247 6.02963 1.86544 0.0 0.0 0.0
H 0.09476 -6.06027 1.73114 0.0 0.0 0.0
H -3.27678 1.39265 -0.44457 0.0 0.0 0.0
H -3.26822 -3.34312 -2.19332 0.0 0.0 0.0
H 1.55025 -0.56850 3.47029 0.0 0.0 0.0
H -4.76720 1.51970 -2.39461 0.0 0.0 0.0
H -0.48682 8.47662 0.30220 0.0 0.0 0.0
H 6.15297 -1.54796 -1.72443 0.0 0.0 0.0
H 2.60065 -3.38684 -3.27546 0.0 0.0 0.0
H 3.75721 -1.37974 2.69854 0.0 0.0 0.0
H 3.89207 -3.49757 1.41484 0.0 0.0 0.0
H -1.33408 -1.82577 -1.92618 0.0 0.0 0.0
H 1.88034 -4.79716 0.92868 0.0 0.0 0.0
H -4.03580 -3.11832 2.00333 0.0 0.0 0.0
H -1.33422 0.80352 -4.90004 0.0 0.0 0.0
H -0.20606 -5.33826 0.12146 0.0 0.0 0.0
H 4.67630 0.17493 -0.64461 0.0 0.0 0.0
H -4.66506 -3.93571 -0.23547 0.0 0.0 0.0
H 1.53680 4.01124 0.99911 0.0 0.0 0.0
H -0.68844 -1.51984 4.16324 0.0 0.0 0.0
H 5.07111 -3.35673 -3.05747 0.0 0.0 0.0
H -1.62470 6.45393 -0.57445 0.0 0.0 0.0
H -1.57038 -5.77466 1.17626 0.0 0.0 0.0
H -3.81684 1.24053 -4.68740 0.0 0.0 0.0
H -2.73346 -1.56249 3.39243 0.0 0.0 0.0
```
Forces are in eV/Å.

Calculated values
**Spin multiplicity**: 1
**Total charge**: +2

---

Across the entries above, ΔE to the lowest compared entry with this formula, charge and spin takes the values 160.8, 10.6, 0.0, 27.0 kJ/mol, respectively.